Record 1
# C37H70INO9PS

10 unconnected molecules or ions with the total composition C37H70INO9PS (wB97M-V/def2-TZVPD, the Open Molecules 2025 dataset).

Calculated values
- E_LUMO: -0.145 hartree
- Charge: +1
- Gap between HOMO and LUMO: 0.22169 Eh
- E: -87640.963 eV
- Energy above the lowest of the compared OMol25 structures with the same formula, charge and spin: 0.0 kJ/mol

The geometry in XYZ format:
```
120
Properties=species:S:1:pos:R:3:forces:R:3:mulliken_charge:R:1
C 1.6430 1.3446 -4.9765 -0.070 -0.109 0.291 -1.506
C 0.2709 1.9654 -4.7564 0.160 0.018 -0.425 -0.138
I -0.7228 0.9836 -3.1273 -0.242 -0.056 -0.073 0.082
C 0.3145 3.4930 -4.5538 -0.074 0.089 0.183 -1.131
C -0.7314 4.2119 -5.3629 0.165 -0.009 -0.197 -0.170
C -2.0454 3.9480 -5.0568 -0.275 0.029 0.055 0.358
N -3.0761 4.5132 -5.7041 0.030 -0.160 0.103 0.365
P -4.8094 4.1185 -5.2732 -0.194 0.196 -0.104 0.017
C -4.7445 2.3262 -5.5891 0.307 0.085 -0.061 -0.904
C -4.6616 4.1394 -3.4617 0.127 -0.161 0.095 -1.051
C -2.8517 5.3809 -6.7044 -0.445 0.038 0.051 -0.495
C -1.5767 5.6953 -7.0702 0.592 0.166 -0.100 -0.857
C -0.4926 5.1202 -6.4062 -0.006 0.013 0.050 0.534
S 1.1568 5.4930 -6.9413 0.151 -0.168 0.102 -0.215
H 2.2015 1.9235 -5.7150 -0.035 -0.031 -0.048 0.425
H 2.2175 1.3181 -4.0494 0.048 0.087 -0.049 0.400
H 1.5371 0.3196 -5.3304 0.059 0.025 0.000 0.403
H -0.3593 1.7250 -5.6129 -0.005 0.059 0.026 0.412
H 1.3087 3.8635 -4.7950 -0.025 0.032 -0.046 0.670
H 0.1201 3.7466 -3.5097 0.232 -0.048 0.028 0.005
H -2.2891 3.2636 -4.2549 -0.037 0.003 0.000 0.318
H -4.8101 2.1442 -6.6602 -0.151 -0.108 0.009 0.331
H -5.5906 1.8749 -5.0715 -0.081 -0.057 -0.111 0.404
H -3.8251 1.8756 -5.2103 -0.058 -0.068 0.094 0.275
H -4.1184 3.2824 -3.0589 -0.017 0.012 0.025 0.322
H -4.1906 5.0581 -3.1143 -0.119 0.081 0.014 0.339
H -5.6828 4.1055 -3.0786 0.026 0.051 0.081 0.458
H -3.7167 5.7985 -7.2016 -0.014 -0.015 -0.017 0.442
H -1.4119 6.3734 -7.8955 -0.099 0.002 -0.013 0.617
H 1.0941 6.7986 -6.6588 -0.092 0.125 -0.105 0.233
C 1.1758 -0.5499 -0.2230 0.159 0.195 0.030 -0.458
C 2.1727 -0.0875 0.8155 -0.049 -0.052 -0.020 0.591
O 2.7958 0.9400 0.6569 -0.016 0.047 0.019 -0.633
C 2.3399 -0.9548 2.0332 0.117 0.255 -0.113 -1.023
H 1.1663 0.1646 -1.0408 0.047 -0.006 0.021 -0.117
H 1.4518 -1.5346 -0.6013 -0.113 -0.072 0.081 0.357
H 0.1796 -0.6213 0.2167 -0.001 -0.171 -0.014 0.302
H 2.6612 -1.9545 1.7379 -0.080 -0.050 0.031 0.304
H 1.3895 -1.0538 2.5589 -0.015 -0.098 -0.015 0.306
H 3.0764 -0.5274 2.7048 0.010 -0.014 0.027 0.347
C -0.1213 -5.0461 -1.3768 0.055 0.069 0.133 -1.264
C -0.9991 -3.8350 -1.1842 -0.050 -0.052 -0.031 0.974
O -0.8594 -3.0940 -0.2374 -0.021 0.062 0.000 -0.517
C -2.0646 -3.5931 -2.2237 0.004 0.153 0.079 -1.003
H 0.5987 -5.1106 -0.5649 -0.001 -0.003 0.002 0.308
H -0.7321 -5.9499 -1.3926 -0.007 -0.005 -0.071 0.382
H 0.4075 -4.9782 -2.3292 -0.049 -0.045 -0.039 0.328
H -2.7535 -4.4374 -2.2583 0.018 -0.019 -0.069 0.337
H -1.6115 -3.4589 -3.2083 0.009 -0.121 -0.014 0.377
H -2.6264 -2.7003 -1.9608 -0.022 0.000 -0.017 0.093
C -1.0056 5.2800 -0.3656 -0.137 0.083 0.037 -0.590
C -1.8226 4.2480 0.3811 0.115 -0.026 -0.003 0.757
O -2.9529 4.4777 0.7381 -0.085 0.000 -0.061 -0.568
C -1.1512 2.9208 0.6275 -0.206 0.038 0.101 -0.706
H -1.5896 6.1884 -0.4936 0.001 0.006 0.005 0.299
H -0.0936 5.5092 0.1870 0.049 -0.042 -0.048 0.398
H -0.7158 4.8876 -1.3436 0.081 -0.032 0.024 -0.211
H -0.2305 3.0518 1.1979 0.063 -0.010 -0.094 0.371
H -0.8988 2.4779 -0.3364 0.162 -0.071 0.007 -0.068
H -1.8245 2.2599 1.1682 -0.002 0.004 0.003 0.348
C -4.6989 -1.9788 0.3796 0.108 -0.107 -0.076 -0.784
C -5.5648 -3.0584 -0.2285 -0.002 0.050 0.110 0.847
O -5.0854 -3.9961 -0.8204 0.028 -0.021 -0.072 -0.524
C -7.0565 -2.9122 -0.0495 0.016 -0.120 -0.090 -1.176
H -3.6483 -2.1978 0.1991 0.004 -0.004 0.016 0.006
H -4.9531 -1.0082 -0.0513 -0.047 0.024 0.059 0.292
H -4.8726 -1.9244 1.4553 -0.051 0.057 0.001 0.378
H -7.3983 -1.9762 -0.4945 -0.005 0.040 0.065 0.317
H -7.3053 -2.8915 1.0125 -0.003 0.070 0.007 0.329
H -7.5661 -3.7468 -0.5240 -0.001 -0.001 0.000 0.315
C 2.7604 -4.3123 5.1905 -0.012 0.097 -0.164 -1.191
C 3.5699 -3.0414 5.2476 -0.019 -0.072 0.065 0.806
O 3.1863 -2.0280 4.6993 0.009 -0.027 0.060 -0.458
C 4.8586 -3.1103 6.0197 0.021 0.311 -0.224 -1.129
H 1.8517 -4.1547 4.6165 -0.017 0.001 0.011 0.245
H 3.3525 -5.1074 4.7327 0.045 -0.025 0.092 0.465
H 2.4874 -4.6284 6.1966 0.034 -0.082 0.011 0.322
H 5.5094 -3.8677 5.5839 -0.038 -0.132 0.118 0.352
H 4.6539 -3.3933 7.0521 0.052 -0.114 -0.002 0.304
H 5.3512 -2.1430 6.0090 -0.037 0.029 0.014 0.309
C 3.5639 1.3287 8.9810 0.109 -0.108 0.014 -1.246
C 3.4605 0.4708 7.7421 -0.080 0.073 -0.076 0.850
O 4.2231 -0.4406 7.5315 0.061 -0.028 0.152 -0.471
C 2.3573 0.8077 6.7665 0.054 -0.121 -0.082 -0.766
H 4.3931 0.9867 9.5952 0.001 0.000 0.001 0.324
H 3.7240 2.3714 8.7020 -0.068 0.021 0.005 0.335
H 2.6378 1.2704 9.5555 -0.029 0.062 -0.024 0.320
H 2.4778 1.8313 6.4069 -0.045 0.032 0.046 0.438
H 1.3868 0.7357 7.2619 -0.004 0.085 0.016 0.251
H 2.3976 0.1168 5.9261 0.005 -0.007 0.008 -0.008
C 7.4175 -7.8822 7.6564 -0.134 0.055 0.032 -1.119
C 7.3370 -6.6166 6.8378 0.062 -0.046 0.020 0.785
O 6.3546 -5.9132 6.8505 -0.015 -0.023 -0.027 -0.477
C 8.5477 -6.2728 6.0033 -0.098 0.106 -0.030 -1.048
H 6.4922 -8.0194 8.2100 -0.001 0.000 0.001 0.290
H 7.5814 -8.7407 7.0032 0.072 -0.005 0.010 0.329
H 8.2538 -7.8239 8.3548 0.047 -0.038 -0.040 0.330
H 8.7517 -7.0744 5.2916 0.053 -0.032 0.039 0.326
H 9.4232 -6.1582 6.6442 0.027 -0.065 -0.010 0.330
H 8.3708 -5.3453 5.4643 0.001 0.001 0.001 0.251
C 0.2201 -2.2813 7.4972 0.091 -0.099 -0.050 -0.760
C -0.6520 -3.3913 6.9578 0.008 0.087 0.018 0.779
O -0.1810 -4.3628 6.4177 -0.068 -0.049 0.033 -0.518
C -2.1435 -3.2184 7.1229 0.013 -0.128 -0.065 -1.236
H 1.2685 -2.5072 7.3156 0.001 0.008 -0.012 0.037
H -0.0331 -1.3410 7.0045 -0.040 0.022 0.046 0.243
H 0.0534 -2.1616 8.5693 -0.045 0.055 -0.005 0.446
H -2.4725 -2.3067 6.6213 0.001 0.042 0.059 0.316
H -2.3955 -3.1326 8.1811 -0.006 0.070 0.002 0.339
H -2.6599 -4.0744 6.6960 0.000 -0.002 0.001 0.324
C -2.0094 4.3027 -10.4266 -0.077 0.022 0.155 -0.682
C -2.7455 5.5520 -10.8448 0.025 -0.044 -0.003 0.832
O -3.1891 6.2998 -9.9993 -0.010 0.055 0.052 -0.531
C -2.8928 5.8207 -12.3163 -0.097 0.147 0.100 -1.229
H -2.0200 4.2771 -9.3393 0.127 -0.152 -0.005 -0.035
H -2.4982 3.4052 -10.8079 0.029 0.030 -0.123 0.369
H -0.9810 4.3148 -10.7901 -0.016 -0.030 -0.056 0.306
H -3.4308 5.0002 -12.7935 0.063 -0.040 -0.023 0.343
H -1.9091 5.8958 -12.7822 0.006 -0.074 -0.022 0.329
H -3.4378 6.7485 -12.4683 0.000 0.001 -0.007 0.321
```
Positions in Å, forces in eV/Å.

---

Record 2
# C19H49N8O5P2

2 unconnected molecules or ions with the total composition C19H49N8O5P2 in a non-equilibrium geometry (wB97M-V/def2-TZVPD, the Open Molecules 2025 dataset).

Calculated values
- E_LUMO: -0.139 hartree
- Charge: +1
- Gap between HOMO and LUMO: 0.29211 Eh
- E: -61229.029 eV

The geometry in XYZ format:
```
83
Properties=species:S:1:pos:R:3:forces:R:3:mulliken_charge:R:1
C -1.7718 -1.6791 1.3669 -0.447 0.209 -0.102 -1.008
C -2.5557 -2.0445 0.0686 0.613 0.590 0.974 -0.254
C -1.6783 -1.9052 -1.1999 -0.490 -0.537 0.280 -0.651
C -2.2377 -1.0358 -2.3555 0.123 -1.477 0.635 0.478
C -3.7164 -1.4087 -2.5607 0.432 1.140 -0.405 -1.792
N -1.9767 0.4142 -2.3334 -0.202 -0.085 -0.147 1.067
C -0.6467 0.8534 -2.7754 0.396 1.118 -0.065 -1.459
C 0.5153 0.5155 -1.8326 0.413 -0.754 -0.272 0.476
C 1.8196 1.2534 -2.1717 -0.323 -0.136 0.426 -1.125
C 1.9002 2.6778 -1.5991 0.580 -0.422 -0.573 -0.863
N 1.4456 2.7740 -0.1951 0.199 0.989 -1.008 -0.085
C 0.3083 3.6005 -0.0139 -0.849 -0.040 1.095 0.153
N -0.5085 3.2634 0.9083 -0.068 -0.410 -0.590 -0.579
N 0.1149 4.7711 -0.8086 0.463 -0.657 -0.239 -0.479
C -2.6222 1.2256 -1.4368 0.251 0.377 -0.084 -1.754
N -2.4342 1.1177 -0.1051 0.316 -0.106 -0.223 0.543
N -3.3818 2.2505 -1.8848 -2.147 -1.463 1.023 0.511
C -4.5535 1.9029 -2.7463 -0.291 1.054 -1.534 -0.677
C -5.9049 1.7681 -2.0530 -0.193 -0.381 0.765 -0.677
N -5.9700 0.7614 -0.9847 0.026 -0.162 -0.194 -0.392
P -3.5868 3.5556 -0.7038 1.653 1.048 0.767 -0.097
N -4.5848 3.0597 0.6018 -0.077 0.379 -0.404 -0.544
O -4.5527 4.5445 -1.5723 -0.304 -0.749 -0.046 -0.480
H -0.8252 -1.1785 1.1558 0.065 -0.160 -0.022 -0.027
H -2.3570 -0.9713 1.9625 0.053 -0.120 0.132 0.283
H -1.5896 -2.5444 2.0010 0.164 0.003 -0.059 0.333
H -3.4238 -1.3839 0.0733 -0.086 -0.136 -0.402 0.066
H -2.9389 -3.0530 0.2134 -0.064 -0.014 -0.363 0.580
H -1.5877 -2.9125 -1.6165 0.103 0.092 -0.137 0.562
H -0.6742 -1.6377 -0.8796 -0.006 0.224 -0.254 0.038
H -1.7567 -1.4156 -3.2602 0.364 0.474 0.023 0.359
H -4.0253 -1.0457 -3.5434 -0.135 -0.164 0.013 0.429
H -4.3469 -0.9143 -1.8269 -0.220 -0.363 0.052 0.365
H -3.8395 -2.4875 -2.5335 -0.045 0.005 0.156 0.464
H -0.4022 0.4453 -3.7570 -0.340 -0.092 -0.037 0.453
H -0.6888 1.9426 -2.9031 -0.112 -0.040 -0.029 0.408
H 0.7305 -0.5481 -1.9712 -0.055 0.005 0.134 0.568
H 0.2973 0.6349 -0.7682 -0.157 0.205 -0.070 -0.093
H 2.6545 0.6628 -1.7888 -0.070 -0.017 0.074 0.419
H 1.9436 1.2716 -3.2584 0.070 0.179 0.016 0.341
H 1.3766 3.3455 -2.2831 -0.159 0.234 0.380 0.391
H 2.9515 2.9707 -1.6234 -0.055 0.087 -0.162 0.447
H 2.2016 3.2096 0.3233 -0.027 -0.351 0.349 0.408
H -1.2565 3.9534 0.9288 0.060 0.078 0.277 0.258
H 0.5587 5.5636 -0.3628 0.032 0.156 -0.273 0.238
H -0.8686 4.9321 -0.9739 -0.043 0.213 0.235 0.226
H -3.1864 0.9754 0.5511 -0.152 0.778 0.023 0.442
H -1.4908 1.2213 0.2670 0.056 -0.713 0.087 -0.166
H -4.3741 1.0322 -3.3697 0.505 -0.146 0.368 0.379
H -4.6658 2.7212 -3.4616 0.021 -0.004 0.052 0.526
H -6.2807 2.7173 -1.6652 0.260 0.155 -0.222 0.362
H -6.6066 1.4608 -2.8337 0.133 0.140 -0.150 0.430
H -6.4778 1.1242 -0.1907 -0.037 -0.046 0.017 0.349
H -5.0614 0.5023 -0.6306 0.043 0.068 0.014 0.031
H -4.0373 3.1740 1.4499 0.016 -0.140 0.015 0.287
H -5.3852 3.6804 0.6982 -0.262 -0.320 -0.116 0.262
H -4.5521 5.4222 -1.1739 0.061 0.138 -0.165 0.343
O 3.6652 -3.8953 2.4001 -0.777 1.073 2.672 -0.798
P 4.4146 -2.6184 2.3396 2.987 0.004 -5.295 1.247
O 3.7631 -1.7694 1.1081 0.074 -0.027 0.695 -0.434
C 2.3894 -1.4181 1.1648 -0.340 0.035 -0.107 -0.126
C 2.1025 -0.3402 2.1860 0.122 0.034 0.255 -0.965
O 5.8292 -3.0377 1.6687 -0.156 0.187 0.529 -0.347
C 6.2131 -4.4069 1.5187 0.045 -0.281 -0.274 -0.295
C 5.8583 -4.9207 0.1394 -0.048 0.106 -0.154 -1.069
O 5.1268 -1.3377 3.0807 -2.017 -1.240 1.533 -0.325
C 4.9985 -1.2011 4.5108 0.088 0.045 0.413 -0.166
C 5.4786 -2.4336 5.2513 -0.050 -0.199 -0.155 -1.153
H 1.7818 -2.3070 1.3641 0.053 -0.028 -0.048 0.251
H 2.1252 -1.0421 0.1735 0.126 -0.110 -0.062 0.072
H 2.2128 -0.7213 3.2056 -0.073 -0.002 -0.018 0.250
H 1.0825 0.0313 2.0715 0.022 0.039 0.032 0.330
H 2.8006 0.4891 2.0716 -0.064 0.045 -0.069 0.264
H 5.7692 -5.0248 2.2982 -0.150 0.072 -0.022 0.322
H 7.2946 -4.4448 1.6579 -0.007 0.166 0.020 0.349
H 4.7988 -4.7798 -0.0755 -0.043 -0.071 0.141 0.273
H 6.0949 -5.9817 0.0496 0.019 0.008 0.015 0.371
H 6.4162 -4.3741 -0.6223 0.045 -0.028 0.019 0.278
H 3.9584 -0.9797 4.7676 0.022 0.036 -0.023 0.229
H 5.5963 -0.3366 4.7955 0.018 0.031 -0.212 0.332
H 4.8261 -3.2912 5.0544 0.008 0.060 0.037 0.357
H 5.4828 -2.2580 6.3267 -0.002 0.024 -0.005 0.404
H 6.4841 -2.7071 4.9313 0.042 0.085 0.048 0.282
```
Positions in Å, forces in eV/Å.

---

Record 3
# C12H18N2O2SSbSe4Tl

A molecular structure, C12H18N2O2SSbSe4Tl (wB97M-V/def2-TZVPD, the Open Molecules 2025 dataset).

Calculated values
- E_LUMO: -0.041 hartree
- Gap between HOMO and LUMO: 0.22036 Eh
- E: -303263.646 eV

The geometry in XYZ format:
```
41
Properties=species:S:1:pos:R:3:forces:R:3:mulliken_charge:R:1
Tl 0.0695 0.4517 0.8192 -0.016 0.002 -0.204 0.959
Se -4.3598 -1.2513 0.6332 0.271 0.010 0.200 -0.567
Sb -2.5498 -0.9410 2.1841 -0.130 -0.112 0.245 0.722
Se -0.2842 -2.0316 1.1340 -0.377 0.282 0.441 -0.425
Se -1.8639 1.7005 1.8652 0.205 -0.680 -0.043 -0.419
Se -2.5579 -1.4401 4.5172 -0.008 0.113 -0.445 -0.541
C 3.6370 2.7309 -0.4700 -0.066 -0.030 0.141 -1.384
C 2.7692 1.5137 -0.6328 0.150 0.088 -0.346 0.908
O 2.4053 0.8394 0.3389 -0.327 0.059 0.030 -0.776
N 2.4998 1.1577 -1.9011 -0.060 -0.083 0.122 0.040
C 1.8120 -0.0726 -2.2668 -0.081 0.067 0.052 -1.602
C 0.3513 0.0943 -2.6283 -0.020 -0.012 -0.101 0.917
C -0.0510 0.3139 -3.9376 0.054 -0.096 0.014 -0.517
C -1.4085 0.3467 -4.2319 -0.048 0.019 0.037 -0.519
C -2.3183 0.1467 -3.2097 0.118 -0.002 -0.051 -0.774
C -1.8345 -0.0357 -1.9215 -0.146 -0.065 0.043 0.372
N -0.5343 -0.0485 -1.6380 0.146 0.428 -0.162 0.294
H 3.5314 3.1164 0.5398 -0.048 -0.004 -0.015 0.326
H 3.3770 3.5071 -1.1883 0.008 -0.013 -0.021 0.353
H 4.6773 2.4393 -0.6220 0.006 0.015 -0.017 0.403
H 2.7857 1.7759 -2.6401 0.070 0.051 0.027 0.255
H 1.8866 -0.7472 -1.4144 0.008 -0.052 -0.056 0.327
H 2.3394 -0.5182 -3.1105 0.023 -0.015 0.029 0.545
H 0.6870 0.4137 -4.7245 0.006 -0.004 0.019 0.435
H -1.7431 0.5033 -5.2496 0.005 -0.007 0.009 0.431
H -3.3844 0.1243 -3.3873 0.007 0.008 0.003 0.486
H -2.5276 -0.2134 -1.1016 0.060 0.081 0.063 -0.254
O 0.2707 2.7731 -0.5256 0.360 -0.092 0.061 -0.646
S -0.7170 3.2452 -1.5524 0.081 0.426 -0.002 0.743
C 0.0694 4.6008 -2.4829 -0.201 -0.187 -0.026 -0.777
C -1.1360 5.4169 -2.9164 -0.025 0.022 0.056 -0.630
C -1.9146 5.7037 -1.6264 0.033 -0.018 -0.023 -0.619
C -1.8424 4.4452 -0.7463 -0.169 -0.104 -0.100 -0.754
H 0.6626 4.2013 -3.3043 -0.029 -0.072 0.028 0.340
H 0.7093 5.1345 -1.7776 0.015 -0.003 0.014 0.345
H -1.7482 4.8122 -3.5925 0.016 0.086 -0.065 0.307
H -0.8567 6.3297 -3.4410 0.018 -0.030 -0.013 0.359
H -2.9458 5.9789 -1.8401 0.006 0.016 0.030 0.298
H -1.4493 6.5402 -1.1045 -0.030 0.011 0.000 0.291
H -2.8023 3.9468 -0.6258 0.025 -0.017 0.026 0.382
H -1.4315 4.6274 0.2453 0.092 -0.083 0.000 0.368
```
Positions in Å, forces in eV/Å.

---

Record 4
# H14O7

7 unconnected molecules or ions with the total composition H14O7 (wB97M-V/def2-TZVPD, the Open Molecules 2025 dataset).

Calculated values
- E_LUMO: -0.011 hartree
- SMILES string: O.O.O.O.O.O.O
- Gap between HOMO and LUMO: 0.35710 Eh
- E: -14559.754 eV
- Energy above the lowest of the compared OMol25 structures with the same formula, charge and spin: 164.7 kJ/mol

The geometry in XYZ format:
```
21
Properties=species:S:1:pos:R:3:forces:R:3:nbo_charge:R:1
O -26.8827 -16.5743 -36.6665 0.085 0.077 0.038 -0.943
H -26.3466 -16.8338 -37.4206 0.012 -0.042 -0.015 0.467
H -27.4584 -15.8766 -36.9949 -0.178 -0.130 -0.055 0.473
O -28.9266 -14.3627 -36.9280 0.034 0.123 -0.041 -0.965
H -29.6547 -13.7968 -37.2051 -0.021 -0.035 -0.132 0.489
H -28.1649 -13.7755 -36.8764 0.000 0.053 0.091 0.486
O -33.1871 -15.9747 -35.0829 -0.193 0.170 -0.313 -0.950
H -32.3031 -15.7113 -35.3690 0.002 -0.140 0.414 0.478
H -33.3807 -16.7780 -35.5732 0.010 -0.074 0.069 0.465
O -30.4108 -15.5025 -34.6255 0.010 0.322 -0.403 -0.986
H -29.9928 -15.3577 -35.4855 0.259 -0.065 0.178 0.488
H -30.0055 -14.8446 -34.0467 0.063 -0.082 0.121 0.489
O -29.8374 -13.6939 -32.4353 0.060 0.212 -0.252 -0.959
H -29.0385 -13.2985 -32.0729 0.054 -0.072 0.037 0.491
H -30.2747 -12.9856 -32.9202 -0.126 0.062 0.139 0.486
O -30.9115 -16.2217 -31.4316 -0.052 -0.037 -0.117 -0.948
H -30.5315 -16.1348 -30.5542 0.023 -0.021 0.020 0.463
H -30.6609 -15.4127 -31.8940 -0.040 -0.013 0.192 0.479
O -30.4568 -18.2763 -34.0020 -0.079 -0.228 0.049 -0.956
H -29.9004 -18.1621 -34.7758 0.062 0.063 0.011 0.457
H -30.6331 -17.3745 -33.7022 0.013 -0.143 -0.031 0.496
```
Positions in Å, forces in eV/Å.